{
  "formula": "C28H36Cl3N5O5OsS2",
  "method": "wB97M-V/def2-TZVPD",
  "spin_multiplicity": 5,
  "e_homo_ev": [-16.85, -16.44],
  "total_energy_ha": -4004.60546,
  "total_charge": 4,
  "elements": ["Os", "C", "C", "O", "C", "C", "O", "C", "C", "O", "C", "C", "O", "H", "H", "H", "H", "H", "H", "H", "H", "H", "H", "H", "H", "H", "H", "H", "H", "Cl", "C", "C", "C", "C", "C", "C", "N", "C", "C", "N", "C", "O", "C", "C", "C", "Cl", "S", "C", "C", "C", "Cl", "C", "H", "H", "H", "H", "H", "H", "H", "H", "H", "H", "H", "H", "H", "C", "C", "C", "N", "N", "C", "N", "S", "H", "H", "H", "H", "H", "H", "H"],
  "xyz": [[-0.022, -0.418, -0.107], [0.054, 2.506, -1.306], [0.887, 1.890, -2.394], [0.807, 0.467, -2.238], [2.061, -0.241, -2.371], [2.880, -0.139, -1.119], [2.094, -0.655, -0.002], [2.714, -0.417, 1.304], [1.650, -0.461, 2.364], [0.562, 0.434, 2.032], [0.832, 1.837, 2.221], [0.098, 2.553, 1.130], [0.394, 1.832, -0.084], [0.298, 3.565, -1.225], [-1.015, 2.397, -1.499], [0.499, 2.174, -3.370], [1.923, 2.219, -2.318], [1.799, -1.279, -2.567], [2.638, 0.135, -3.216], [3.785, -0.735, -1.229], [3.160, 0.890, -0.894], [3.453, -1.193, 1.501], [3.226, 0.544, 1.266], [1.195, -1.448, 2.422], [2.085, -0.214, 3.333], [0.478, 2.159, 3.200], [1.904, 2.028, 2.148], [-0.979, 2.572, 1.304], [0.462, 3.574, 1.052], [-7.101, 7.221, -1.215], [-6.508, 5.916, -0.396], [-5.081, 5.787, -0.228], [-4.585, 4.739, 0.493], [-5.446, 3.794, 1.073], [-4.917, 2.742, 2.024], [-4.933, 1.284, 1.525], [-3.878, 0.914, 0.563], [-3.973, 0.805, -0.817], [-2.807, 0.270, -1.248], [-1.995, 0.038, -0.134], [-2.675, 0.484, 0.932], [-3.630, 3.039, 2.466], [-3.535, 3.383, 3.878], [-2.214, 4.018, 4.139], [-1.399, 3.637, 5.157], [-1.644, 2.354, 6.257], [-0.020, 4.643, 5.287], [-0.518, 5.589, 3.959], [-1.695, 5.158, 3.447], [-6.872, 3.921, 0.850], [-7.943, 2.787, 1.527], [-7.392, 4.959, 0.137], [-4.430, 6.540, -0.656], [-3.522, 4.647, 0.669], [-5.639, 2.727, 2.851], [-5.906, 1.046, 1.104], [-4.782, 0.655, 2.397], [-4.870, 1.063, -1.360], [-2.516, -0.016, -2.245], [-2.346, 0.402, 1.957], [-3.638, 2.475, 4.473], [-4.346, 4.065, 4.150], [0.056, 6.451, 3.650], [-2.208, 5.663, 2.636], [-8.463, 5.063, 0.006], [0.994, -5.039, 2.911], [-0.430, -4.882, 2.345], [-0.424, -4.106, 1.070], [-0.389, -2.829, 0.966], [-0.323, -2.395, -0.349], [-0.324, -3.373, -1.259], [-0.261, -3.189, -2.572], [-0.395, -4.907, -0.497], [0.956, -5.665, 3.800], [1.410, -4.071, 3.192], [1.660, -5.517, 2.192], [-1.066, -4.362, 3.060], [-0.862, -5.866, 2.166], [-0.346, -2.271, -2.978], [-0.333, -3.975, -3.204]],
  "mulliken_charge": [1.99, -0.49, -0.68, -0.42, -0.80, -0.47, -0.22, -0.63, -0.84, -0.49, -0.52, -0.03, -0.69, 0.53, 0.22, 0.47, 0.39, 0.26, 0.46, 0.54, 0.35, 0.53, 0.39, 0.33, 0.53, 0.24, 0.38, -0.24, 0.77, -0.11, 0.40, -1.12, 0.09, -0.14, -0.30, -1.53, 0.23, -0.42, -0.89, -0.18, -0.10, -0.37, -0.86, 0.17, 0.76, -0.01, -0.04, -0.24, -0.70, 0.67, -0.13, -0.80, 0.43, 0.38, 0.84, 0.68, 0.36, 0.56, 0.57, 0.58, 0.40, 0.50, 0.51, 0.53, 0.49, -0.99, -0.61, 0.29, -0.65, 0.83, 0.36, -0.31, -0.04, 0.38, 0.23, 0.37, 0.26, 0.44, 0.15, 0.26]
}

***

{
  "formula": "C3H10N2O",
  "method": "wB97M-V/def2-TZVPD",
  "spin_multiplicity": 2,
  "e_homo_ev": [-13.34, -13.32],
  "total_energy_ha": -304.66187,
  "total_charge": 1,
  "elements": ["C", "C", "O", "H", "H", "H", "H", "N", "C", "N", "H", "H", "H", "H", "H", "H"],
  "xyz": [[-1.766, 0.664, 0.611], [-1.779, 0.379, -0.692], [-2.632, 1.004, -1.579], [-1.629, -0.087, 1.381], [-2.448, 1.476, 0.869], [-1.280, -0.474, -1.158], [-3.503, 0.897, -1.163], [1.705, 0.852, 0.212], [1.578, -0.460, 0.706], [1.691, -1.514, -0.234], [2.002, 0.842, -0.768], [0.771, 1.276, 0.095], [2.411, -0.658, 1.430], [0.683, -0.526, 1.346], [2.079, -1.286, -1.148], [2.117, -2.386, 0.094]],
  "mulliken_charge": [-0.98, 0.23, -0.47, 0.27, 0.31, 0.30, 0.37, -0.37, -0.15, -0.23, 0.30, 0.33, 0.30, 0.22, 0.29, 0.30]
}

***

{
  "formula": "C4H4N4",
  "method": "wB97M-V/def2-TZVPD",
  "spin_multiplicity": 1,
  "e_homo_ev": -9.65,
  "total_energy_ha": -373.78842,
  "smiles": "[H]/N=C1\\N=CC=N\\C1=N\\[H]",
  "elements": ["H", "N", "C", "N", "C", "C", "N", "C", "N", "H", "H", "H"],
  "xyz": [[0.230, -2.342, -1.343], [0.283, -2.160, -0.333], [0.097, -0.920, -0.212], [-0.148, -0.113, -1.333], [-0.281, 1.137, -1.232], [-0.166, 1.827, 0.062], [0.035, 1.098, 1.091], [0.167, -0.282, 1.120], [0.326, -0.931, 2.199], [0.393, -1.905, 1.917], [-0.551, 1.698, -2.115], [-0.384, 2.892, 0.178]],
  "mulliken_charge": [0.34, -0.65, 0.78, -0.56, -0.02, -0.07, -0.50, 0.26, -0.67, 0.32, 0.38, 0.38]
}

***

{
  "formula": "C5H5NO",
  "method": "wB97M-V/def2-TZVPD",
  "spin_multiplicity": 1,
  "e_homo_ev": -10.16,
  "total_energy_ha": -323.39403,
  "smiles": "C#CC(=O)[C@H]1CN1",
  "elements": ["C", "C", "C", "O", "C", "C", "N", "H", "H", "H", "H", "H"],
  "xyz": [[-0.228, -1.057, -2.588], [-0.409, -0.776, -1.440], [-0.757, -0.641, -0.053], [-1.906, -0.750, 0.326], [0.416, -0.256, 0.742], [0.586, 1.203, 0.758], [0.319, 0.395, 2.004], [-0.044, -1.271, -3.605], [1.339, -0.782, 0.577], [-0.234, 1.862, 0.472], [1.598, 1.565, 0.617], [-0.680, 0.507, 2.190]],
  "mulliken_charge": [0.26, -0.47, 0.19, -0.53, 0.04, -0.52, -0.65, 0.42, 0.41, 0.26, 0.26, 0.32]
}

***

{
  "formula": "C4H15N2S2",
  "method": "wB97M-V/def2-TZVPD",
  "spin_multiplicity": 1,
  "e_homo_ev": -12.54,
  "total_energy_ha": -1067.04615,
  "total_charge": 1,
  "elements": ["C", "N", "C", "N", "H", "H", "H", "H", "H", "H", "H", "H", "H", "C", "S", "S", "C", "H", "H", "H", "H", "H", "H"],
  "xyz": [[0.602, 0.008, -1.935], [0.829, 0.577, -3.259], [-0.044, -1.353, -2.139], [-0.278, -1.999, -0.793], [-0.050, 0.618, -1.299], [1.553, -0.125, -1.419], [-0.055, 0.928, -3.617], [1.408, 1.406, -3.173], [0.588, -2.013, -2.729], [-1.023, -1.251, -2.606], [-0.655, -2.946, -0.816], [0.580, -2.020, -0.237], [-0.912, -1.434, -0.216], [1.388, -0.010, 2.204], [-0.352, -0.560, 2.157], [-1.283, 1.078, 1.323], [-1.811, 2.059, 2.774], [1.645, 0.483, 1.267], [1.509, 0.684, 3.024], [2.011, -0.887, 2.379], [-1.124, 1.833, 3.579], [-1.692, 3.095, 2.484], [-2.831, 1.828, 3.047]],
  "mulliken_charge": [-0.37, -0.64, -0.65, -0.23, 0.34, 0.34, 0.25, 0.28, 0.32, 0.36, 0.36, 0.36, 0.21, -0.75, -0.15, -0.02, -0.81, 0.24, 0.34, 0.33, 0.27, 0.33, 0.30]
}

***

{
  "formula": "C5H8P2",
  "method": "wB97M-V/def2-TZVPD",
  "spin_multiplicity": 1,
  "e_homo_ev": [-7.15, -7.15],
  "total_energy_ha": -877.84849,
  "elements": ["C", "C", "C", "C", "C", "P", "P", "H", "H", "H", "H", "H", "H", "H", "H"],
  "xyz": [[0.519, -0.534, -0.068], [-0.800, 0.208, 1.105], [0.418, -0.446, -1.354], [-0.776, 0.309, 2.566], [1.456, -0.760, -2.392], [-1.073, 0.542, -1.920], [-1.547, 1.280, -0.044], [1.436, -0.935, 0.529], [0.288, 0.409, 2.959], [-1.157, -0.681, 2.975], [-1.300, 1.184, 2.937], [1.695, -1.809, -2.305], [2.385, -0.219, -2.128], [1.095, -0.361, -3.421], [-2.639, 1.814, 0.561]],
  "mulliken_charge": [-0.69, 0.18, 0.55, -0.89, -1.03, -0.19, 0.04, 0.22, 0.25, 0.25, 0.35, 0.30, 0.27, 0.32, 0.07]
}